The following is a quantum chemistry calculation of a 6-piece molecular cluster, C12H36O12 overall in a non-equilibrium geometry, from the OMol25 dataset.

The SMILES is OCCO.OCCO.OCCO.OCCO.OCCO.OCCO. The orbital gap is 10.216 eV. Its energy relative to the best compared isomer or geometry (same formula, charge and spin) is 4.2962 eV. The calculation puts the total energy at -1381.440829 Eh. Its spin multiplicity is 1.

Geometry (Å):
O -2.36025 5.81220 6.23957
C -2.73866 4.96367 7.28712
C -3.44955 3.74968 6.61221
O -4.16876 2.92934 7.43229
H -1.46199 6.06171 6.46864
H -1.83756 4.64467 7.81093
H -3.23762 5.39616 8.15435
H -2.75808 3.02536 6.18171
H -4.21190 4.06500 5.89982
H -4.50621 2.17822 6.93878
O 0.76061 -5.43099 -0.02876
C 1.92940 -5.59377 -0.84881
C 2.96019 -6.47756 -0.20991
O 4.16005 -6.32420 -0.99596
H 0.07895 -4.89765 -0.44406
H 1.71421 -5.95058 -1.85602
H 2.29954 -4.59655 -1.08683
H 2.60594 -7.46537 0.08476
H 3.29333 -5.91457 0.66197
H 4.87910 -6.75602 -0.52895
O 7.44230 0.89942 -0.20571
C 7.91039 1.30401 -1.44906
C 8.84933 2.55134 -1.31262
O 10.25348 2.09655 -1.30906
H 8.13777 0.53433 0.34621
H 8.33551 0.38469 -1.85182
H 7.19802 1.51615 -2.24632
H 8.61383 3.10340 -0.40275
H 8.81868 3.15170 -2.22188
H 10.53391 1.97893 -2.21962
O -8.50977 -4.06902 0.12904
C -7.20443 -3.97064 -0.46104
C -6.52026 -2.65237 -0.23077
O -5.26346 -2.51116 -0.76552
H -8.82134 -3.18186 0.32262
H -6.61027 -4.76542 -0.01002
H -7.27445 -4.32684 -1.48881
H -6.46373 -2.49051 0.84567
H -7.10417 -1.84528 -0.67322
H -4.72146 -2.06949 -0.10767
O -0.85276 0.09814 2.12620
C -0.35357 1.28589 1.62278
C 0.94425 1.11435 0.78538
O 1.95122 0.79745 1.67873
H 0.02383 -0.27167 2.25444
H -1.06355 1.90305 1.07219
H -0.29037 2.00330 2.44097
H 1.09290 2.00168 0.17004
H 0.82963 0.30281 0.06680
H 2.77954 1.26078 1.53444
O -0.77122 2.72606 -7.31839
C -1.63290 1.68815 -6.83762
C -1.91315 1.82822 -5.30848
O -2.54998 3.11177 -4.98192
H -0.30325 2.34547 -8.06522
H -2.64661 1.64493 -7.23587
H -1.11812 0.76043 -7.08749
H -1.01940 1.69299 -4.69934
H -2.62726 1.04364 -5.05833
H -2.02984 3.60590 -5.61981

***

The following is a quantum chemistry calculation of a 6-piece molecular cluster, C12H36O6 overall in a non-equilibrium geometry, from the OMol25 dataset.

The SMILES is CCO.CCO.CCO.CCO.CCO.CCO. The orbital gap is 10.150 eV. Its energy relative to the best compared isomer or geometry (same formula, charge and spin) is 3.5798 eV. The calculation puts the total energy at -930.111446 Eh. Its spin multiplicity is 1.

Geometry (Å):
C -0.10205 0.85345 0.54324
C 0.38203 -0.59482 0.29900
O -0.03602 -0.96853 -0.90140
H -0.03209 1.47376 -0.35031
H 0.48594 1.27553 1.35822
H -1.16324 0.92116 0.78278
H -0.08433 -1.30941 0.97721
H 1.46443 -0.72303 0.30724
H -0.05411 -1.92552 -0.97526
C -1.06701 2.07771 -3.44063
C 0.31888 1.60222 -3.73881
O 0.53667 0.21876 -3.78292
H -1.21792 3.12844 -3.19308
H -1.55730 1.58304 -2.60216
H -1.67107 1.91937 -4.33401
H 1.12016 2.03605 -3.14060
H 0.45065 1.98957 -4.74910
H 0.65511 0.04378 -2.84647
C 1.80082 -4.99242 -3.75715
C 0.56817 -4.37986 -3.25422
O 0.28599 -4.92007 -1.97843
H 2.67779 -4.61834 -3.22886
H 2.03326 -4.81774 -4.80765
H 1.79373 -6.08226 -3.77442
H -0.30788 -4.57831 -3.87168
H 0.53387 -3.30149 -3.09915
H 0.90122 -4.58885 -1.32011
C -0.04088 4.14624 4.08229
C 0.43504 2.67432 4.05579
O -0.82391 2.05482 3.80960
H -0.34119 4.62448 3.14998
H 0.76568 4.81547 4.38179
H -0.72896 4.39273 4.89092
H 0.91833 2.30720 4.96120
H 1.12050 2.47942 3.23101
H -1.31191 2.04793 4.63629
C -4.98032 3.44653 3.27827
C -3.87272 2.41245 3.35944
O -2.95690 2.77591 2.42658
H -5.83929 2.97365 3.75435
H -5.24351 3.64807 2.23990
H -4.80519 4.40490 3.76710
H -4.32540 1.44320 3.15031
H -3.46762 2.33441 4.36836
H -2.19071 2.23352 2.62751
C 3.52582 -2.34614 -1.53989
C 3.34270 -3.28722 -0.44249
O 2.03429 -3.66860 -0.26923
H 2.80468 -1.53276 -1.45955
H 3.30261 -2.82682 -2.49237
H 4.54095 -1.96484 -1.65048
H 3.69714 -2.90449 0.51458
H 3.83732 -4.24086 -0.62689
H 1.88796 -3.76563 0.67457

***

The following is a quantum chemistry calculation of a 6-piece molecular cluster, C12H36O6 overall in a non-equilibrium geometry, from the OMol25 dataset.

The SMILES is CCO.CCO.CCO.CCO.CCO.CCO. The orbital gap is 10.273 eV. Its energy relative to the best compared isomer or geometry (same formula, charge and spin) is 3.7307 eV. The calculation puts the total energy at -930.105899 Eh. Its spin multiplicity is 1.

Geometry (Å):
C 0.24805 -0.77893 -0.96274
C 0.08031 0.36655 -0.05972
O -0.90737 1.26194 -0.53676
H 1.05261 -0.56497 -1.66630
H -0.75396 -1.05821 -1.28844
H 0.62800 -1.60919 -0.36743
H 1.02614 0.90734 -0.02735
H -0.07144 0.18882 1.00493
H -0.80432 1.10821 -1.47875
C -1.42626 -3.96682 -5.12843
C -0.89176 -3.60211 -3.76843
O -1.96034 -3.13319 -2.95745
H -2.30438 -4.60305 -5.01781
H -0.72035 -4.50648 -5.75975
H -1.65640 -3.10351 -5.75279
H 0.03002 -3.04004 -3.91842
H -0.55266 -4.54731 -3.34451
H -2.33952 -2.39391 -3.43838
C -0.99367 2.91536 2.73711
C -1.56331 3.81583 3.78044
O -1.59700 3.04369 4.89302
H -0.15975 2.35050 3.15378
H -0.53147 3.45643 1.91145
H -1.63274 2.13799 2.31830
H -2.55229 4.19422 3.52190
H -0.94690 4.68280 4.01812
H -2.13684 3.55340 5.50159
C 4.07248 1.53627 2.62837
C 3.37088 2.00249 1.36242
O 3.96414 1.31071 0.25413
H 5.16159 1.57595 2.60901
H 3.74039 0.56354 2.99115
H 3.79265 2.23091 3.42038
H 3.35460 3.08204 1.21277
H 2.31378 1.74606 1.43218
H 3.89125 0.35636 0.32834
C 3.21664 -3.13936 -1.47193
C 4.17790 -2.01966 -1.61699
O 4.31874 -1.29020 -0.40946
H 2.34026 -2.95030 -0.85199
H 3.59776 -3.98483 -0.89919
H 3.02523 -3.64002 -2.42104
H 3.84496 -1.31412 -2.37821
H 5.13850 -2.48365 -1.84075
H 5.00063 -1.70621 0.12304
C -5.73912 1.66909 0.40177
C -4.50762 1.19046 1.13468
O -4.79613 0.08946 1.95382
H -6.67829 1.94046 0.88387
H -5.92192 0.87803 -0.32549
H -5.46573 2.43245 -0.32668
H -4.14302 2.03772 1.71549
H -3.70295 0.96540 0.43473
H -3.92999 -0.15441 2.28838

***

The following is a quantum chemistry calculation of a 6-piece molecular cluster, C12H36O6 overall in a non-equilibrium geometry, from the OMol25 dataset.

The SMILES is CCO.CCO.CCO.CCO.CCO.CCO. The orbital gap is 10.159 eV. Its energy relative to the best compared isomer or geometry (same formula, charge and spin) is 1.9970 eV. The calculation puts the total energy at -930.169613 Eh. Its spin multiplicity is 1.

Geometry (Å):
C -1.14675 -4.21327 3.15697
C -0.80653 -4.82778 1.79907
O -1.26822 -4.00489 0.70657
H -2.22897 -4.16428 3.25755
H -0.70753 -3.21610 3.17298
H -0.65994 -4.79217 3.93989
H -1.26804 -5.80569 1.62777
H 0.26615 -4.94719 1.66916
H -2.22860 -3.93611 0.73885
C -1.19554 5.78199 -0.07861
C -0.52146 4.50013 -0.55806
O -1.39349 3.89645 -1.50343
H -2.07192 5.49492 0.50402
H -1.58479 6.36815 -0.90959
H -0.48794 6.37533 0.49990
H -0.33526 3.78956 0.26044
H 0.46869 4.68037 -0.99901
H -0.86574 3.25906 -2.02350
C -1.15645 2.26543 -5.07091
C -0.83355 1.60596 -3.72719
O 0.26088 2.27700 -3.08448
H -0.33444 2.09939 -5.77128
H -1.34497 3.33062 -4.95044
H -2.05689 1.80452 -5.48199
H -0.54460 0.56795 -3.89367
H -1.75069 1.70439 -3.14951
H 0.97818 2.32060 -3.72372
C -0.47114 0.81533 0.05045
C -0.98237 -0.62131 0.07699
O -0.59155 -1.31634 1.26594
H -1.19660 1.48335 -0.41229
H 0.43576 0.91047 -0.55026
H -0.20356 1.15326 1.04932
H -0.62039 -1.14542 -0.81708
H -2.07646 -0.70419 0.03478
H -0.84899 -2.24846 1.10068
C 2.19310 -2.97246 -0.05418
C 2.18421 -2.57020 -1.55548
O 3.00814 -3.41536 -2.31522
H 1.80035 -2.12976 0.51743
H 3.23790 -3.01586 0.26802
H 1.72471 -3.93686 0.11309
H 2.45040 -1.51911 -1.65361
H 1.12629 -2.61943 -1.85627
H 2.86568 -4.32579 -2.05105
C 0.75270 1.34104 3.80661
C 1.81315 0.48563 3.13803
O 1.43573 -0.88777 3.28237
H 0.94310 2.41975 3.73595
H 0.63937 1.19701 4.88220
H -0.20842 1.14764 3.33084
H 2.81690 0.61500 3.53177
H 1.83085 0.71040 2.06891
H 0.75953 -1.06490 2.60424

***

Look up the orbital gap of the third one.
10.273 eV